Record 1
A cluster of 2 separate species, C6H11N3 in total, computed with the ωB97M-V functional and the def2-TZVPD basis.

CARTESIAN COORDINATES (ANGSTROEM)
H  -2.73  0.04  0.49
N  -1.97  0.43  1.05
C  -0.93  -0.32  0.99
N  -0.90  -1.66  0.62
C  0.42  0.36  1.39
C  1.32  -0.38  2.12
H  -0.22  -1.89  -0.09
H  -0.83  -2.37  1.33
H  0.11  1.31  1.83
H  1.12  -1.38  2.47
H  2.27  -0.01  2.49
C  -0.87  -0.25  -2.55
C  -0.16  0.33  -1.42
C  0.64  0.96  -0.69
N  1.65  1.88  -0.74
H  -0.48  0.10  -3.51
H  -0.79  -1.34  -2.57
H  -1.94  0.00  -2.53
H  2.57  1.48  -0.54
H  1.74  2.71  -0.16

The value obtained for the relative energy (zero: lowest compared OMol25 entry of this formula, charge and spin) is 5.842 eV. The structure (SMILES) is [H]/N=C(\N)C=C.CC#CN. As for the molar mass: 125.17 Da.

Record 2
A structure of composition C48H59AsBrN3S2Si2TeTl, computed with the ωB97M-V functional and the def2-TZVPD basis.

CARTESIAN COORDINATES (ANGSTROEM)
Tl  1.09  -1.27  0.89
C  -0.66  -2.56  -2.05
N  0.50  -2.85  -1.19
C  0.38  -4.13  -0.50
C  -0.76  -4.15  0.53
N  -0.94  -2.92  1.35
C  -2.13  -2.16  0.96
C  -0.88  -3.18  2.76
C  -2.03  -3.41  3.51
C  -1.96  -3.63  4.87
C  -0.72  -3.61  5.51
C  0.42  -3.37  4.77
C  0.37  -3.17  3.39
S  1.87  -2.90  2.51
C  1.69  -2.69  -1.99
C  2.24  -3.75  -2.70
C  3.34  -3.54  -3.53
C  3.87  -2.27  -3.66
C  3.34  -1.21  -2.93
C  2.25  -1.41  -2.09
S  1.64  -0.03  -1.17
H  -0.62  -3.17  -2.96
H  -0.64  -1.51  -2.33
H  -1.59  -2.77  -1.53
H  1.33  -4.32  0.01
H  0.20  -4.97  -1.19
H  -0.56  -4.99  1.20
H  -1.71  -4.36  0.03
H  -2.37  -1.46  1.76
H  -3.00  -2.81  0.80
H  -1.95  -1.59  0.05
H  -3.00  -3.43  3.01
H  -2.86  -3.81  5.43
H  -0.66  -3.77  6.57
H  1.39  -3.34  5.26
H  1.81  -4.74  -2.63
H  3.75  -4.37  -4.09
H  4.72  -2.09  -4.31
H  3.77  -0.22  -3.00
C  6.58  -3.99  -1.25
C  5.95  -2.84  -0.52
C  6.64  -1.66  -0.27
C  6.02  -0.62  0.40
C  4.71  -0.82  0.79
Br  3.81  0.56  1.76
N  4.02  -1.91  0.57
C  4.64  -2.91  -0.07
H  7.57  -4.21  -0.86
H  6.68  -3.76  -2.31
H  5.98  -4.89  -1.15
H  7.66  -1.55  -0.60
H  6.53  0.31  0.61
H  4.05  -3.80  -0.23
C  2.04  3.61  2.81
Si  0.46  3.44  3.78
C  -0.84  4.63  3.17
C  0.76  3.67  5.61
C  -0.23  1.69  3.55
Te  -0.59  1.23  1.49
C  -2.73  1.29  1.45
Si  -3.98  0.67  2.74
C  -3.26  -0.03  4.32
C  -5.05  -0.66  1.97
C  -5.03  2.16  3.13
H  2.46  4.61  2.92
H  1.88  3.43  1.75
H  2.79  2.90  3.18
H  -0.43  5.63  3.03
H  -1.66  4.71  3.88
H  -1.26  4.31  2.21
H  1.16  4.66  5.82
H  1.48  2.94  5.99
H  -0.17  3.55  6.17
H  -1.20  1.62  4.04
H  0.41  0.92  3.97
H  -2.98  0.85  0.48
H  -2.89  2.37  1.33
H  -2.48  -0.77  4.14
H  -4.08  -0.53  4.84
H  -2.88  0.73  5.00
H  -4.78  -1.65  2.34
H  -5.01  -0.67  0.88
H  -6.09  -0.49  2.25
H  -4.42  2.99  3.51
H  -5.78  1.92  3.88
H  -5.55  2.51  2.24
C  -5.08  3.64  -4.24
C  -4.02  4.41  -3.78
C  -2.92  3.80  -3.18
C  -2.89  2.42  -3.02
C  -3.97  1.66  -3.47
C  -5.06  2.27  -4.08
As  -1.41  1.45  -2.18
C  -0.07  2.86  -2.12
C  0.03  3.88  -1.19
C  1.09  4.79  -1.27
C  2.03  4.65  -2.28
C  1.93  3.63  -3.22
C  0.87  2.73  -3.14
C  0.63  1.61  -4.08
C  1.42  1.28  -5.17
C  1.07  0.20  -5.98
C  -0.07  -0.54  -5.71
C  -0.86  -0.21  -4.61
C  -0.51  0.86  -3.80
H  -5.92  4.12  -4.72
H  -4.03  5.48  -3.91
H  -2.10  4.41  -2.84
H  -3.97  0.58  -3.34
H  -5.88  1.66  -4.43
H  -0.70  3.99  -0.40
H  1.16  5.59  -0.56
H  2.85  5.35  -2.35
H  2.67  3.55  -4.00
H  2.31  1.85  -5.41
H  1.69  -0.05  -6.83
H  -0.35  -1.37  -6.34
H  -1.75  -0.80  -4.40

The value obtained for the relative energy (zero: lowest compared OMol25 entry of this formula, charge and spin) is 0.222 eV. As for the molar mass: 1285.14 Da. Its charge is +1.

Record 3
A structure of composition C29H64B2F3INO23PSi2, computed with the ωB97M-V functional and the def2-TZVPD basis.

CARTESIAN COORDINATES (ANGSTROEM)
C  -2.38  7.43  0.41
C  -2.54  6.03  -0.19
O  -1.24  5.54  -0.57
B  -1.05  4.18  -0.71
O  -1.89  3.38  -1.43
Si  0.58  3.40  0.22
O  0.41  1.88  0.86
Si  -0.49  1.39  2.16
C  -0.66  -0.45  1.99
I  -2.77  2.31  2.15
B  0.23  1.89  3.98
C  -0.48  1.25  5.23
O  1.32  2.71  4.15
P  1.24  4.97  1.74
N  1.56  6.25  0.62
O  2.81  4.57  2.08
C  1.97  3.15  -1.11
F  3.00  2.36  -0.68
F  2.53  4.32  -1.48
F  1.52  2.56  -2.25
H  -1.87  7.37  1.38
H  -1.75  8.03  -0.26
H  -3.35  7.92  0.53
H  -3.00  5.35  0.53
H  -3.18  6.09  -1.08
H  -2.72  3.80  -1.66
H  0.29  -0.87  1.66
H  -0.92  -0.92  2.95
H  -1.43  -0.70  1.25
H  -0.74  1.99  5.99
H  -1.39  0.69  4.99
H  0.24  0.54  5.67
H  1.12  3.45  4.73
H  0.69  6.76  0.46
H  2.20  6.89  1.08
H  3.09  3.72  1.74
C  -4.57  0.93  9.67
C  -4.67  -0.41  8.98
O  -5.69  -0.41  7.96
C  -5.34  0.16  6.81
O  -4.27  0.65  6.55
O  -6.39  0.11  5.99
C  -6.17  0.73  4.72
H  -5.54  1.23  10.06
H  -3.86  0.87  10.49
H  -4.22  1.70  8.97
H  -4.99  -1.18  9.68
H  -3.72  -0.71  8.54
H  -5.26  0.35  4.25
H  -6.08  1.81  4.84
H  -7.03  0.49  4.11
C  -1.39  -6.71  -0.01
C  -2.42  -5.90  -0.76
O  -2.30  -4.49  -0.49
C  -1.32  -3.87  -1.14
O  -0.57  -4.37  -1.93
O  -1.32  -2.59  -0.77
C  -0.30  -1.80  -1.38
H  -1.45  -6.50  1.06
H  -1.57  -7.77  -0.16
H  -0.39  -6.48  -0.35
H  -3.43  -6.15  -0.43
H  -2.36  -6.07  -1.83
H  -0.33  -1.89  -2.47
H  0.68  -2.09  -1.02
H  -0.50  -0.77  -1.09
C  0.89  -3.74  -5.45
C  -0.60  -3.93  -5.33
O  -1.34  -2.76  -5.73
C  -1.45  -2.57  -7.04
O  -1.04  -3.30  -7.91
O  -2.11  -1.43  -7.25
C  -2.27  -1.07  -8.62
H  1.20  -2.85  -4.90
H  1.41  -4.60  -5.05
H  1.19  -3.61  -6.49
H  -0.89  -4.09  -4.29
H  -0.95  -4.79  -5.91
H  -2.71  -1.89  -9.19
H  -1.30  -0.82  -9.06
H  -2.92  -0.21  -8.62
C  -0.60  4.54  -4.68
C  -2.02  4.03  -4.72
O  -2.87  4.88  -5.52
C  -2.76  4.72  -6.83
O  -2.06  3.92  -7.40
O  -3.58  5.59  -7.43
C  -3.53  5.56  -8.86
H  -0.57  5.58  -4.34
H  -0.01  3.94  -3.99
H  -0.14  4.49  -5.66
H  -2.47  4.07  -3.73
H  -2.07  3.01  -5.09
H  -3.70  4.55  -9.23
H  -2.57  5.92  -9.21
H  -4.33  6.22  -9.19
C  5.21  -2.99  7.75
C  4.02  -2.42  8.48
O  4.10  -0.99  8.60
C  3.77  -0.30  7.51
O  3.39  -0.77  6.47
O  3.92  0.99  7.77
C  3.66  1.85  6.65
H  6.13  -2.68  8.22
H  5.16  -4.08  7.76
H  5.22  -2.66  6.71
H  3.98  -2.77  9.51
H  3.08  -2.68  8.00
H  2.68  1.64  6.22
H  4.42  1.73  5.89
H  3.68  2.86  7.04
C  7.93  -5.07  -2.91
C  6.48  -4.79  -2.58
O  5.68  -4.61  -3.76
C  5.33  -5.73  -4.39
O  5.60  -6.85  -4.04
O  4.62  -5.40  -5.46
C  4.23  -6.51  -6.27
H  8.33  -4.29  -3.55
H  8.52  -5.11  -1.99
H  8.03  -6.03  -3.42
H  6.38  -3.85  -2.04
H  6.05  -5.59  -1.97
H  3.72  -7.26  -5.68
H  5.10  -6.95  -6.76
H  3.55  -6.11  -7.02

As for the molar mass: 1087.48 Da. As for the total energy: -122353.231 eV.

Record 4
An isolated molecule of C17H25N3O3S2, computed with the ωB97M-V functional and the def2-TZVPD basis.

CARTESIAN COORDINATES (ANGSTROEM)
C  0.02  2.04  2.93
O  -1.10  2.91  2.94
C  -1.21  3.78  1.85
C  -1.84  3.18  0.58
N  -0.94  2.33  -0.17
C  -1.09  0.98  -0.24
S  -2.39  0.22  0.64
C  -1.93  -1.50  0.30
C  -0.49  -1.73  0.75
O  -0.03  -1.11  1.69
N  0.23  -2.65  0.08
C  -0.22  -3.50  -0.99
C  -0.85  -4.80  -0.49
C  0.07  -5.59  0.44
C  0.31  -4.89  1.79
C  1.49  -3.93  1.81
C  1.55  -2.96  0.62
N  -0.32  0.19  -0.93
C  0.72  0.75  -1.57
C  0.96  2.09  -1.56
C  0.09  3.00  -0.87
O  0.17  4.21  -0.83
S  2.37  2.58  -2.47
C  2.88  0.82  -2.68
C  1.67  -0.07  -2.40
H  0.92  2.57  2.59
H  -0.14  1.16  2.31
H  0.16  1.72  3.96
H  -1.86  4.58  2.19
H  -0.23  4.21  1.59
H  -2.73  2.60  0.86
H  -2.12  4.01  -0.07
H  -2.61  -2.11  0.91
H  -2.11  -1.69  -0.75
H  0.65  -3.75  -1.61
H  -0.93  -2.97  -1.63
H  -1.78  -4.58  0.04
H  -1.11  -5.42  -1.35
H  -0.39  -6.56  0.63
H  1.03  -5.78  -0.05
H  -0.60  -4.35  2.07
H  0.48  -5.64  2.56
H  1.43  -3.35  2.74
H  2.43  -4.49  1.84
H  2.01  -2.02  0.94
H  2.15  -3.38  -0.19
H  3.27  0.70  -3.68
H  3.68  0.64  -1.96
H  1.95  -0.98  -1.87
H  1.17  -0.36  -3.32

The value obtained for the relative energy (zero: lowest compared OMol25 entry of this formula, charge and spin) is 0.990 eV. The structure (SMILES) is COCCn1c(SCC(=O)N2CCCCCC2)nc2c(c1=O)SCC2. As for the molar mass: 383.54 Da.

Record 5
An isolated molecule of C3H5N3, computed with the ωB97M-V functional and the def2-TZVPD basis.

CARTESIAN COORDINATES (ANGSTROEM)
N  1.48  -0.90  -0.99
N  0.44  -0.23  -0.35
C  -0.78  -0.01  -0.84
C  -1.51  0.60  0.17
C  -0.60  0.65  1.26
N  0.60  0.12  0.95
H  2.29  -0.27  -1.00
H  1.76  -1.71  -0.43
H  -1.05  -0.38  -1.85
H  -2.53  0.93  0.15
H  -0.80  1.01  2.25

The value obtained for the relative energy (zero: lowest compared OMol25 entry of this formula, charge and spin) is 1.523 eV. The structure (SMILES) is Nn1cccn1. As for the molar mass: 83.09 Da.